Entry 1:
Formula: C5H7NaO3
Source: OMol25
Level of theory: ωB97M-V with the def2-TZVPD basis set

Atoms and positions in Å:
O -1.029 1.264 -0.075
C -0.709 -0.016 0.048
C -1.965 1.659 0.954
O 0.738 -0.392 -0.608
O -1.542 -0.628 0.846
C -2.494 0.302 1.419
H -2.708 2.298 0.469
H -1.409 2.213 1.716
H -3.485 0.058 1.022
H -2.476 0.162 2.504
Na 1.320 1.335 -2.235
C 3.064 -2.006 -1.478
H 2.215 -2.527 -1.946
H 3.945 -2.579 -1.155
C 2.827 -0.740 -1.035
H 3.708 -0.403 -0.447

Force components x, y, z for each atom (eV/Å):
O 0.31 0.34 0.03
C 3.88 -0.82 -2.58
C -0.21 -0.06 -0.12
O -5.16 1.49 1.78
O 0.59 -0.36 0.21
C -0.28 0.24 0.31
H 0.08 -0.14 0.29
H -0.20 -0.13 -0.08
H 0.24 0.05 0.08
H -0.04 0.07 -0.28
Na 0.33 -1.25 0.87
C -1.19 1.02 0.81
H 0.65 -0.15 -0.16
H -0.29 0.01 -0.33
C 1.65 -0.55 -0.78
H -0.35 0.24 -0.05

HOMO (spin up / spin down) ... -5.42 / -5.41 eV
Energy relative to the best compared isomer or geometry (same formula, charge and spin) ... 77.92 kcal per mole
Total energy ... -582.487592 Eh
Orbital gap (spin up / spin down) ... 0.17734 / 0.17728 Eh

Entry 2:
Formula: C5H7O2S
Source: OMol25
Level of theory: ωB97M-V with the def2-TZVPD basis set

Atoms and positions in Å:
C 1.127 -1.912 -1.605
C 0.525 -1.000 -1.026
C 0.262 1.314 0.062
C -0.530 -0.725 1.208
C 0.060 -0.206 -0.114
O 3.869 -2.575 -2.153
O 2.580 -3.479 -0.318
S 2.944 -2.223 -0.997
H 1.099 -2.604 -2.461
H 1.030 1.558 0.738
H -0.666 1.886 0.359
H 0.658 1.741 -0.828
H -1.622 -0.614 1.063
H -0.077 -0.022 1.959
H -0.288 -1.848 1.284

Force components x, y, z for each atom (eV/Å):
C 3.49 -2.93 -3.27
C -1.79 2.03 1.02
C -1.63 -0.40 -1.59
C 0.47 -1.11 -1.32
C -0.07 1.83 2.39
O -1.57 0.99 0.64
O -0.14 -0.78 0.97
S 1.31 -0.45 -0.63
H -0.89 0.60 0.44
H 0.88 -0.15 1.52
H 0.78 -0.73 -0.29
H -0.06 0.49 -1.16
H 0.32 0.06 0.85
H -0.83 -1.27 -0.03
H -0.28 1.83 0.46

Net charge ... -1
HOMO ... -3.17 eV
Energy relative to the best compared isomer or geometry (same formula, charge and spin) ... 59.85 kcal per mole
Total energy ... -743.325859 Eh
Orbital gap ... 0.24983 Eh

Entry 3:
Formula: C5H7O3Sr
Source: OMol25
Level of theory: ωB97M-V with the def2-TZVPD basis set

Atoms and positions in Å:
O -1.032 -1.432 0.004
C -2.117 -1.223 0.723
O -2.087 -0.662 1.857
Sr -4.580 -0.894 2.131
O -3.224 -1.576 0.226
C 0.212 -1.042 0.480
H 0.215 -0.710 1.517
H 2.274 -1.302 0.273
C 1.303 -1.389 -0.214
H 1.231 -1.866 -1.192
C 0.830 2.199 -0.523
C 1.764 1.770 -1.392
H -0.220 2.296 -0.814
H 1.498 1.493 -2.415
H 1.108 2.547 0.476
H 2.826 1.789 -1.137

Force components x, y, z for each atom (eV/Å):
O -0.55 0.20 -0.40
C -0.26 0.53 0.19
O -0.39 0.12 0.74
Sr 1.81 -0.20 -1.03
O -0.92 -0.30 0.02
C 1.55 -1.32 0.31
H -0.02 0.24 -0.44
H -0.28 0.32 -0.36
C -0.98 0.00 0.76
H 0.03 0.21 0.28
C 0.87 -0.01 -0.79
C -0.79 0.80 0.55
H 0.33 -0.19 0.14
H 0.10 -0.02 0.37
H -0.13 -0.18 -0.30
H -0.36 -0.19 -0.03

Net charge ... +1
HOMO ... -11.39 eV
Total energy ... -450.914074 Eh
Orbital gap ... 0.21273 Eh

Entry 4:
Formula: C5H7O5P
Source: OMol25
Level of theory: ωB97M-V with the def2-TZVPD basis set

Atoms and positions in Å:
C -0.431 0.482 -0.365
C -2.848 -1.259 0.370
C -1.853 -1.529 -0.458
C 0.823 0.842 -0.113
C 0.969 2.303 0.288
O 1.727 -1.598 0.631
O 2.382 -0.771 -1.629
O -1.513 1.166 -0.367
O 3.483 0.224 0.545
O -0.656 -0.927 -0.636
P 2.235 -0.268 -0.226
H -3.594 -1.919 0.517
H -2.673 -0.364 0.892
H 0.909 -1.806 0.124
H -1.971 -2.486 -0.963
H 1.531 2.916 -0.369
H 1.547 2.316 1.196
H -0.068 2.678 0.563

Force components x, y, z for each atom (eV/Å):
C -3.40 0.58 0.07
C 2.76 2.16 -0.45
C 0.60 -0.76 -0.05
C 1.52 0.80 0.15
C -1.37 -1.11 1.42
O -0.80 -0.08 -0.29
O 0.20 0.23 -0.55
O 0.89 -0.44 -0.08
O -1.85 -0.09 -1.02
O -0.49 -1.03 -0.63
P 1.99 -0.12 1.20
H -2.51 -1.95 0.37
H -0.66 1.08 0.99
H 0.54 -0.15 0.59
H 0.71 0.05 -0.57
H 0.17 0.81 -1.12
H 0.43 0.09 0.69
H 1.27 -0.05 -0.73

Net charge ... -2
Structure (SMILES) ... C=CO/C([O-])=C(/C)[P@@](=O)([O-])O
HOMO ... 0.50 eV
Energy relative to the best compared isomer or geometry (same formula, charge and spin) ... 15.48 kcal per mole
Total energy ... -912.317912 Eh
Orbital gap ... 0.21114 Eh

Entry 5:
Formula: C5H7O5P
Source: OMol25
Level of theory: ωB97M-V with the def2-TZVPD basis set

Atoms and positions in Å:
C 2.576 1.050 -1.203
C 2.083 -0.174 -1.010
C 2.717 -1.437 -0.430
C -1.127 -0.677 1.236
C -1.573 0.050 -0.068
O 2.511 -1.671 0.790
O -0.994 -1.183 -3.680
O 3.503 -2.116 -1.116
O -0.877 1.183 -2.666
O -1.661 -0.911 -1.185
P -0.660 -0.303 -2.534
H 2.112 1.922 -1.649
H 3.689 1.393 -1.001
H -2.005 -1.381 1.493
H -0.144 -1.237 1.150
H -0.941 -0.036 2.087
H -0.886 0.778 -0.355
H -2.512 0.652 0.185

Force components x, y, z for each atom (eV/Å):
C 1.76 0.19 0.22
C 0.29 0.68 -0.63
C 0.82 -0.46 1.20
C -0.52 -1.69 -0.74
C -0.71 -1.51 0.89
O -0.92 0.70 0.07
O 0.31 -0.66 -0.21
O -0.14 0.38 -1.25
O 0.28 -0.32 0.30
O 0.73 2.10 0.20
P -1.10 0.34 1.35
H -0.82 -0.40 -0.11
H -1.73 -1.28 0.08
H 1.51 0.72 -0.11
H -1.26 0.40 -0.39
H -0.35 0.67 0.17
H 1.34 1.28 -0.23
H 0.54 -1.13 -0.82

Net charge ... -2
HOMO (spin up / spin down) ... -1.04 / -0.30 eV
Energy relative to the best compared isomer or geometry (same formula, charge and spin) ... 68.63 kcal per mole
Total energy ... -912.233209 Eh
Orbital gap (spin up / spin down) ... 0.27093 / 0.24667 Eh

Entry 6:
Formula: C5H7OP
Source: OMol25
Level of theory: ωB97M-V with the def2-TZVPD basis set

Atoms and positions in Å:
C -0.101 -2.013 -0.850
C -0.627 -0.837 -0.677
C -0.095 1.136 1.686
C 0.124 1.242 0.159
C -0.948 0.405 -0.625
O 0.745 -1.968 -1.941
P 2.133 -2.836 -1.920
H -0.201 -2.979 -0.483
H 0.587 0.421 2.188
H -1.121 1.182 1.898
H 0.208 2.103 2.082
H 1.199 1.082 -0.006
H -0.085 2.260 -0.252
H -1.817 0.802 -1.258

Force components x, y, z for each atom (eV/Å):
C -0.11 1.95 -1.07
C -1.09 -1.54 0.50
C 1.91 1.72 -0.67
C -1.68 1.25 -0.26
C 0.93 0.71 -0.47
O 1.70 -0.94 -1.16
P -0.26 0.18 -0.16
H -0.56 -1.18 1.32
H -1.10 -0.12 -0.37
H -1.43 -1.04 0.63
H 0.45 0.20 0.24
H -0.57 -0.64 -0.74
H 0.39 -0.30 0.90
H 1.44 -0.24 1.32

HOMO (spin up / spin down) ... -7.72 / -7.79 eV
Energy relative to the best compared isomer or geometry (same formula, charge and spin) ... 100.79 kcal per mole
Total energy ... -611.125870 Eh
Orbital gap (spin up / spin down) ... 0.25659 / 0.25774 Eh

Entry 7:
Formula: C5H7P
Source: OMol25
Level of theory: ωB97M-V with the def2-TZVPD basis set

Atoms and positions in Å:
C 0.448 1.254 1.217
C -0.425 0.551 -0.961
C -0.528 -1.076 1.050
C 0.784 0.710 -0.076
C 0.185 -0.660 -0.221
P -0.527 0.345 2.233
H 0.623 2.220 1.546
H -1.347 0.705 -0.574
H -0.392 0.778 -1.986
H -1.527 -1.364 0.783
H -0.084 -2.059 1.658
H 1.796 0.763 -0.434
H 0.693 -1.327 -0.945

Force components x, y, z for each atom (eV/Å):
C 2.57 1.66 -2.31
C 1.86 -1.67 0.28
C 0.75 -2.49 0.93
C 0.47 -0.46 0.73
C 0.54 0.21 -1.52
P -3.10 -3.11 2.95
H 0.75 1.93 0.00
H -2.63 1.30 1.40
H 0.46 -0.31 -1.28
H -0.75 -0.34 0.21
H -0.77 2.44 -1.82
H 0.03 0.78 -0.67
H -0.20 0.06 1.11

HOMO (spin up / spin down) ... -5.82 / -9.46 eV
Energy relative to the best compared isomer or geometry (same formula, charge and spin) ... 39.72 kcal per mole
Total energy ... -535.874957 Eh
Orbital gap (spin up / spin down) ... 0.25511 / 0.27770 Eh
2S+1 ... 3

Entry 8:
Formula: C5H7P
Source: OMol25
Level of theory: ωB97M-V with the def2-TZVPD basis set

Atoms and positions in Å:
C 0.695 -0.418 -0.509
C 0.727 -1.602 0.193
C -1.536 -1.940 2.123
C -0.034 0.763 -0.274
C 0.044 1.872 -1.185
P 0.010 -1.615 1.827
H 1.085 -0.563 -1.527
H 1.559 -2.419 -0.040
H -2.044 -1.678 3.018
H -0.413 1.096 0.663
H -1.047 2.084 -1.478
H 0.504 1.810 -2.213
H 0.449 2.610 -0.598

Force components x, y, z for each atom (eV/Å):
C -1.26 -0.29 -1.13
C 1.48 -1.69 0.05
C 0.46 0.28 -1.31
C 2.04 -2.25 -0.39
C -2.75 -0.36 -3.64
P 0.73 0.11 1.52
H 0.33 0.71 0.35
H -2.15 1.77 0.30
H -0.62 -0.27 0.65
H -0.46 -0.63 0.86
H 1.26 0.48 0.63
H 0.15 -0.48 1.40
H 0.79 2.63 0.72

HOMO (spin up / spin down) ... -7.34 / -9.45 eV
Energy relative to the best compared isomer or geometry (same formula, charge and spin) ... 59.84 kcal per mole
Total energy ... -535.842886 Eh
Orbital gap (spin up / spin down) ... 0.28867 / 0.30694 Eh
2S+1 ... 3

Entry 9:
Formula: C5H7PS
Source: OMol25
Level of theory: ωB97M-V with the def2-TZVPD basis set

Atoms and positions in Å:
C 0.104 -0.802 -0.129
C 0.349 1.509 0.388
C 0.917 0.228 0.089
C -1.629 -0.125 0.197
C 2.409 0.156 -0.270
P -2.889 -1.412 0.143
S -1.291 1.469 0.642
H 0.316 -1.744 -0.482
H 1.056 2.299 0.479
H 2.663 -0.972 -0.426
H 2.481 0.494 -1.301
H 2.973 0.640 0.456
H -3.763 -1.083 -0.912
H -3.695 -0.658 1.127

Force components x, y, z for each atom (eV/Å):
C -6.46 3.65 1.75
C 0.76 -2.36 0.10
C 1.19 1.70 -0.83
C 6.05 -1.95 -1.33
C -2.08 -3.41 -1.64
P -0.59 1.26 1.76
S -0.65 -0.81 -0.57
H 0.11 -2.01 -0.53
H -0.39 1.06 0.37
H -0.06 1.93 0.88
H 0.47 0.76 0.16
H 1.43 0.76 0.85
H 0.08 0.44 -0.30
H 0.14 -1.01 -0.67

Structure (SMILES) ... Cc1csc(P)c1
HOMO ... -7.90 eV
Energy relative to the best compared isomer or geometry (same formula, charge and spin) ... 79.29 kcal per mole
Total energy ... -934.112857 Eh
Orbital gap ... 0.29666 Eh

Entry 10:
Formula: C5H7PS
Source: OMol25
Level of theory: ωB97M-V with the def2-TZVPD basis set

Atoms and positions in Å:
C -0.781 -1.111 -0.724
C -0.548 -1.950 -1.674
C 1.260 0.252 -0.215
C 0.035 -0.210 0.106
C -0.788 0.424 1.253
P 2.491 -0.403 -1.464
S 4.078 -0.777 -0.287
H -1.804 -0.916 -0.733
H 0.014 -2.710 -2.034
H 1.946 0.948 0.384
H -0.069 0.562 2.163
H -1.598 -0.093 1.500
H -1.031 1.328 0.874
H 2.800 0.761 -2.087

Force components x, y, z for each atom (eV/Å):
C 1.16 0.55 -0.57
C -0.70 0.43 0.70
C 1.50 -0.14 0.32
C 0.25 0.78 0.50
C 6.59 -0.56 0.80
P -0.80 -1.03 1.71
S -0.24 -0.12 -0.58
H -2.05 0.82 0.71
H 1.81 -1.79 -1.29
H -1.98 -0.77 -0.29
H -1.51 -0.14 -1.51
H -3.28 -2.33 1.07
H -1.08 3.22 -0.76
H 0.33 1.10 -0.81

HOMO (spin up / spin down) ... -8.55 / -8.68 eV
Energy relative to the best compared isomer or geometry (same formula, charge and spin) ... 114.99 kcal per mole
Total energy ... -934.055968 Eh
Orbital gap (spin up / spin down) ... 0.23973 / 0.31721 Eh

Entry 11:
Formula: C5H7PS
Source: OMol25
Level of theory: ωB97M-V with the def2-TZVPD basis set

Atoms and positions in Å:
C -2.271 -0.813 -0.123
C -0.933 -1.143 -0.427
C -2.453 0.514 0.095
C -0.097 -0.065 -0.406
C 2.328 0.937 0.523
P 1.601 0.147 -0.989
S -0.985 1.397 -0.049
H -3.065 -1.538 -0.070
H -0.591 -2.140 -0.636
H -3.359 1.035 0.330
H 1.864 0.566 1.435
H 2.196 2.016 0.459
H 3.394 0.716 0.540
H 2.371 -1.631 -0.682

Force components x, y, z for each atom (eV/Å):
C -0.34 0.11 0.05
C 0.41 0.21 0.10
C 0.25 0.15 -0.05
C -0.16 0.26 -0.16
C -0.01 -0.26 -0.10
P 1.70 -2.79 0.57
S 0.00 -0.71 -0.04
H -0.14 -0.07 0.01
H 0.10 -0.19 -0.07
H -0.24 0.07 0.10
H 0.06 0.02 -0.03
H -0.02 0.06 0.00
H 0.02 0.10 0.01
H -1.61 3.03 -0.41

HOMO ... -8.38 eV
Energy relative to the best compared isomer or geometry (same formula, charge and spin) ... 33.88 kcal per mole
Total energy ... -934.185231 Eh
Orbital gap ... 0.32142 Eh

Entry 12:
Formula: C5H8
Source: OMol25
Level of theory: ωB97M-V with the def2-TZVPD basis set

Atoms and positions in Å:
C 1.857 0.508 -0.288
C 1.127 -0.587 0.170
C 0.064 -0.677 1.163
C -0.985 -0.610 0.218
C -1.449 0.662 -0.507
H 2.664 0.441 -1.008
H 1.655 1.473 0.164
H 1.516 -1.573 -0.090
H -0.001 -1.170 2.126
H -1.757 -1.389 0.109
H -0.672 1.416 -0.424
H -1.637 0.475 -1.572
H -2.381 1.031 -0.060

Force components x, y, z for each atom (eV/Å):
C -1.02 -1.08 0.99
C 2.76 0.92 0.79
C -0.94 1.33 -0.81
C -1.70 0.04 -0.19
C 0.69 -0.94 0.10
H -0.15 -0.19 -0.18
H -0.02 0.13 -0.13
H -0.04 -0.09 -0.68
H 0.49 -0.59 -0.27
H -0.02 -0.05 0.44
H 0.00 0.27 -0.04
H -0.07 0.07 -0.06
H 0.02 0.17 0.04

Net charge ... -1
HOMO (spin up / spin down) ... -0.11 / -1.58 eV
Energy relative to the best compared isomer or geometry (same formula, charge and spin) ... 47.27 kcal per mole
Total energy ... -195.158040 Eh
Orbital gap (spin up / spin down) ... 0.18604 / 0.22964 Eh
2S+1 ... 2

Copy entry 4 word for word.
Formula: C5H7O5P
Source: OMol25
Level of theory: ωB97M-V with the def2-TZVPD basis set

Atoms and positions in Å:
C -0.431 0.482 -0.365
C -2.848 -1.259 0.370
C -1.853 -1.529 -0.458
C 0.823 0.842 -0.113
C 0.969 2.303 0.288
O 1.727 -1.598 0.631
O 2.382 -0.771 -1.629
O -1.513 1.166 -0.367
O 3.483 0.224 0.545
O -0.656 -0.927 -0.636
P 2.235 -0.268 -0.226
H -3.594 -1.919 0.517
H -2.673 -0.364 0.892
H 0.909 -1.806 0.124
H -1.971 -2.486 -0.963
H 1.531 2.916 -0.369
H 1.547 2.316 1.196
H -0.068 2.678 0.563

Force components x, y, z for each atom (eV/Å):
C -3.40 0.58 0.07
C 2.76 2.16 -0.45
C 0.60 -0.76 -0.05
C 1.52 0.80 0.15
C -1.37 -1.11 1.42
O -0.80 -0.08 -0.29
O 0.20 0.23 -0.55
O 0.89 -0.44 -0.08
O -1.85 -0.09 -1.02
O -0.49 -1.03 -0.63
P 1.99 -0.12 1.20
H -2.51 -1.95 0.37
H -0.66 1.08 0.99
H 0.54 -0.15 0.59
H 0.71 0.05 -0.57
H 0.17 0.81 -1.12
H 0.43 0.09 0.69
H 1.27 -0.05 -0.73

Net charge ... -2
Structure (SMILES) ... C=CO/C([O-])=C(/C)[P@@](=O)([O-])O
HOMO ... 0.50 eV
Energy relative to the best compared isomer or geometry (same formula, charge and spin) ... 15.48 kcal per mole
Total energy ... -912.317912 Eh
Orbital gap ... 0.21114 Eh

Q: Look up the total energy of the seventh one.
A: -535.874957 Eh